{
  "formula": "C52H74N4O2S2SeV",
  "method": "ωB97M-V with the def2-TZVPD basis set",
  "symbols": ["V", "C", "C", "C", "C", "C", "C", "C", "Se", "C", "C", "C", "C", "C", "C", "O", "C", "C", "C", "C", "C", "C", "C", "C", "C", "O", "C", "C", "C", "C", "C", "C", "H", "H", "H", "H", "H", "H", "H", "H", "H", "H", "H", "H", "H", "H", "H", "H", "H", "H", "H", "H", "H", "H", "H", "H", "H", "H", "H", "H", "H", "H", "H", "H", "H", "H", "H", "H", "H", "H", "H", "H", "S", "C", "N", "C", "C", "N", "C", "C", "C", "C", "C", "C", "C", "C", "S", "C", "C", "C", "C", "C", "C", "C", "H", "H", "H", "H", "H", "H", "H", "H", "H", "H", "H", "H", "H", "H", "H", "H", "H", "H", "C", "N", "C", "C", "C", "N", "C", "C", "H", "H", "H", "H", "H", "H", "H", "H", "H", "H", "H", "H", "H", "H", "H", "H"],
  "coordinates": [[0.4959, 0.7085, -0.3532], [-0.3631, 1.4054, 7.3584], [-0.1898, 0.0846, 6.5980], [-1.2935, -0.8948, 7.0198], [1.1595, -0.5197, 6.9895], [-0.2835, 0.3409, 5.0940], [0.7314, 0.0136, 4.2083], [0.5582, 0.2635, 2.8577], [1.8443, -0.2456, 1.5194], [1.1551, -2.0163, 1.2325], [1.4956, -3.0779, 2.0459], [0.9602, -4.3322, 1.7821], [0.0920, -4.4348, 0.6967], [-0.2850, -3.3791, -0.1312], [0.2905, -2.1312, 0.1437], [0.0635, -1.0389, -0.6003], [-1.2684, -3.6655, -1.2725], [-1.8081, -2.4173, -1.9776], [-0.5637, -4.5411, -2.3179], [-2.4856, -4.4224, -0.7154], [1.2887, -5.5696, 2.6164], [2.2155, -5.2361, 3.7859], [1.9839, -6.6107, 1.7288], [-0.0045, -6.1688, 3.1853], [-0.5885, 0.8529, 2.3403], [-0.6555, 1.0699, 1.0197], [-1.6407, 1.1856, 3.2106], [-1.4415, 0.9176, 4.5594], [-2.9331, 1.8024, 2.6766], [-3.9579, 2.0409, 3.7889], [-3.5745, 0.8556, 1.6513], [-2.6285, 3.1549, 2.0173], [-0.2735, 1.2367, 8.4342], [-1.3398, 1.8532, 7.1705], [0.4005, 2.1257, 7.0589], [-1.2179, -1.1153, 8.0872], [-1.2068, -1.8322, 6.4669], [-2.2867, -0.4844, 6.8305], [1.1909, -0.6719, 8.0698], [1.9881, 0.1382, 6.7204], [1.3195, -1.4892, 6.5133], [1.6523, -0.4412, 4.5471], [2.1731, -2.9126, 2.8728], [-0.3260, -5.4100, 0.4798], [-1.0299, -1.8536, -2.4895], [-2.3052, -1.7448, -1.2764], [-2.5391, -2.7376, -2.7208], [0.2893, -4.0104, -2.7472], [-1.2548, -4.7851, -3.1282], [-0.2006, -5.4749, -1.8834], [-2.9754, -3.8378, 0.0657], [-2.2242, -5.3940, -0.2963], [-3.2070, -4.5931, -1.5174], [3.1750, -4.8442, 3.4422], [2.4144, -6.1412, 4.3626], [1.7638, -4.5037, 4.4582], [2.9016, -6.2012, 1.3016], [1.3413, -6.9247, 0.9048], [2.2421, -7.4974, 2.3125], [-0.5150, -5.4452, 3.8237], [0.2211, -7.0554, 3.7825], [-0.6952, -6.4645, 2.3948], [-2.2345, 1.1720, 5.2490], [-4.2263, 1.1147, 4.3013], [-4.8678, 2.4515, 3.3476], [-3.5973, 2.7574, 4.5298], [-3.7885, -0.1140, 2.1071], [-2.9263, 0.6960, 0.7913], [-4.5178, 1.2815, 1.3002], [-2.2385, 3.8599, 2.7552], [-3.5466, 3.5760, 1.5979], [-1.8979, 3.0542, 1.2150], [0.1353, 3.1077, -0.8383], [-0.5688, 2.8892, -2.3921], [-1.6575, 3.6349, -2.7799], [-2.2299, 3.3921, -4.0879], [-1.1100, 3.1048, -5.0690], [-0.3722, 1.9487, -4.6040], [0.0925, 0.9629, -5.5566], [-0.7054, -0.3194, -5.6494], [-0.0384, -1.5347, -5.7344], [-0.7407, -2.7213, -5.8925], [-2.1258, -2.7042, -5.9526], [-2.8019, -1.4957, -5.8486], [-2.0948, -0.3124, -5.6983], [-0.0114, 1.9424, -3.2763], [1.1087, 0.7785, -2.6866], [-2.1462, 4.7827, -2.0394], [-1.7824, 6.0856, -2.7140], [-0.4396, 6.4057, -2.9107], [-0.0842, 7.5830, -3.5474], [-1.0675, 8.4581, -3.9976], [-2.4036, 8.1477, -3.8046], [-2.7569, 6.9637, -3.1663], [-2.7953, 4.2721, -4.3960], [-2.9120, 2.5337, -4.0551], [-0.4631, 3.9909, -5.1220], [-1.4985, 2.9058, -6.0668], [1.1277, 0.7018, -5.3279], [0.0999, 1.4523, -6.5335], [1.0437, -1.5510, -5.6681], [-0.2049, -3.6597, -5.9540], [-2.6782, -3.6282, -6.0685], [-3.8839, -1.4745, -5.8820], [-2.6349, 0.6243, -5.6160], [-1.7146, 4.7410, -1.0408], [-3.2318, 4.7064, -1.9294], [0.3252, 5.7233, -2.5558], [0.9615, 7.8237, -3.6900], [-0.7894, 9.3780, -4.4951], [-3.1738, 8.8243, -4.1521], [-3.8034, 6.7220, -3.0156], [3.5548, 2.7781, 0.9773], [3.5479, 1.9706, -0.2315], [3.6608, 2.8392, -1.3937], [4.6503, 1.0102, -0.2252], [4.4727, -0.1175, -1.2392], [3.7037, -1.2491, -0.7303], [4.5147, -2.0723, 0.1542], [3.1777, -2.0623, -1.8173], [4.4853, 3.3600, 1.0816], [3.4522, 2.1435, 1.8596], [2.7164, 3.4759, 0.9522], [4.6065, 3.4061, -1.3731], [2.8245, 3.5371, -1.4123], [3.6206, 2.2570, -2.3129], [4.7378, 0.5853, 0.7763], [5.5979, 1.5364, -0.4306], [5.4683, -0.4620, -1.5671], [3.9617, 0.2687, -2.1228], [5.4496, -2.3943, -0.3333], [3.9508, -2.9592, 0.4418], [4.7726, -1.5336, 1.0663], [3.9806, -2.4784, -2.4484], [2.5146, -1.4663, -2.4463], [2.6012, -2.8909, -1.4039]],
  "homo_lumo_gap_ev": [4.82, 4.60],
  "e_above_lowest_kcal_mol": 0.00,
  "e_homo_ev": [-5.7741, -5.6635],
  "total_charge": 0,
  "multiplicity": 2
}

{
  "formula": "C2H4CsO",
  "method": "ωB97M-V with the def2-TZVPD basis set",
  "symbols": ["C", "C", "O", "H", "H", "H", "Cs", "H"],
  "coordinates": [[-2.0011, 0.7628, -0.3889], [-0.6955, 0.9901, -0.1228], [3.2586, -1.9412, 1.0415], [-2.8071, 1.5180, -0.3257], [-0.5734, 1.9676, 0.3918], [3.9080, -1.3675, 1.4528], [1.2905, -1.6893, -1.3681], [-2.3800, -0.2405, -0.6806]],
  "homo_lumo_gap_ev": 4.29,
  "e_homo_ev": -2.4317,
  "total_charge": -1
}